1.
ORCA calculation (ωB97M-V/def2-TZVPD) on a 3-piece molecular cluster, C17H30N3O6PS overall.

Each line ends with the Löwdin charge.
Atoms and positions in Å:
C1 5.74370 1.61975 0.27739  -0.104
C2 4.37820 2.20186 -0.11212  -0.261
C3 3.68256 2.88556 1.07253  -0.193
C4 3.27733 1.84702 2.12665  -0.209
N1 2.09802 2.17983 2.92168  0.033
C5 0.91742 2.51274 2.25515  -0.209
C6 0.24396 3.68332 2.56338  -0.009
C7 -0.96401 4.03162 1.94180  -0.057
C8 -1.50723 3.20558 0.97997  -0.255
P1 -3.07747 3.63443 0.21036  0.130
O1 -2.84871 3.47138 -1.35752  -0.200
O2 -3.18302 5.22284 0.35058  -0.200
S1 -4.61032 2.75126 0.94520  0.277
C9 -0.85320 1.99877 0.63805  -0.195
N2 -1.42136 1.19030 -0.31150  0.142
C10 -0.80362 0.07330 -0.54025  -0.037
C11 0.38742 -0.30714 0.11932  -0.222
C12 1.02069 -1.62982 -0.20912  -0.140
O3 1.06986 -1.84957 -1.60699  -0.143
O4 2.26391 -1.25444 -2.11717  -0.012
N3 0.96112 0.45426 1.00285  0.207
C13 0.34158 1.63933 1.28491  -0.120
H1 5.63579 0.63180 0.70896  0.069
H2 6.22676 2.25704 1.01572  0.070
H3 6.39684 1.56584 -0.58610  0.066
H4 4.49057 2.89343 -0.94175  0.101
H5 3.75448 1.37659 -0.45235  0.089
H6 2.82372 3.42721 0.68000  0.105
H7 4.39204 3.60413 1.47360  0.104
H8 4.10040 1.73807 2.82798  0.119
H9 3.16679 0.88571 1.64587  0.088
H10 2.30618 2.85895 3.63464  0.118
H11 0.64337 4.35497 3.30665  0.112
H12 -1.47114 4.94050 2.21483  0.108
H13 -2.89480 2.53368 -1.58640  0.059
H14 -2.41617 5.64722 -0.06028  0.085
H15 -1.22217 -0.59971 -1.27404  0.119
H16 2.01474 -1.64479 0.22374  0.128
H17 0.42479 -2.43132 0.22096  0.108
H18 2.01942 -0.32775 -2.25041  0.093
C14 -3.50667 -3.93482 1.06120  -0.084
C15 -2.24502 -4.68376 0.67386  -0.307
O5 -1.07445 -3.92552 0.97871  -0.097
H19 -3.54886 -2.97184 0.55074  0.073
H20 -4.39861 -4.50697 0.80284  0.076
H21 -3.52439 -3.73724 2.13537  0.074
H22 -2.22431 -4.86477 -0.39957  0.094
H23 -2.19681 -5.65172 1.18190  0.111
H24 -1.06512 -3.75937 1.92645  0.087
C16 -2.09926 -3.32599 -3.22062  -0.090
C17 -3.21540 -4.32257 -3.48559  -0.326
O6 -3.35138 -4.57935 -4.88004  -0.081
H25 -2.29640 -2.39244 -3.74831  0.079
H26 -1.99889 -3.11247 -2.15401  0.053
H27 -1.14389 -3.71190 -3.58264  0.078
H28 -4.17089 -3.92850 -3.14324  0.112
H29 -3.02443 -5.26325 -2.95613  0.103
H30 -2.51778 -4.94004 -5.19530  0.078

**Structure (SMILES)**: CCCCNc1ccc(P(O)(O)=S)c2ncc(COO)nc12.CCO.CCO
**Orbital gap**: 7.57 eV
**LUMO level**: -0.634 eV

---

2.
ORCA calculation (ωB97M-V/def2-TZVPD) on a single C17H30O4 molecule.

Each line ends with the Löwdin charge.
Atoms and positions in Å:
C1 1.11217 -0.21317 6.48174  -0.062
C2 -0.22825 -0.82143 6.14971  -0.344
C3 -1.11357 -1.15187 7.33343  -0.062
C4 -0.58764 -1.09548 4.87957  -0.100
C5 -0.48307 -0.11429 3.74642  -0.203
C6 0.15927 -0.67470 2.46896  -0.182
C7 0.42438 0.33770 1.35089  -0.387
C8 1.20563 1.55421 1.85334  -0.069
C9 -0.86531 0.73476 0.61770  -0.158
C10 -0.62795 1.55917 -0.66032  -0.126
C11 -0.95616 0.81148 -1.96274  -0.209
C12 -1.60250 1.79184 -2.94709  -0.090
O1 -0.47801 2.67820 -3.23524  0.032
C13 0.59114 1.86976 -3.43341  -0.437
O2 1.59362 2.21727 -3.97794  0.149
C14 0.26011 0.48481 -2.83119  -0.192
O3 -0.16763 -0.45790 -3.81251  -0.082
C15 0.46289 -0.37840 -5.07924  -0.166
C16 0.36528 -1.73414 -5.75474  -0.393
C17 0.44921 -1.61622 -7.28624  -0.033
O4 1.46166 -2.49156 -5.24189  -0.035
H1 1.04778 0.50998 7.29927  0.071
H2 1.60060 0.22432 5.61349  0.070
H3 1.70265 -1.04855 6.86682  0.089
H4 -0.78045 -0.58447 8.20247  0.069
H5 -2.14604 -0.89529 7.12283  0.072
H6 -1.03537 -2.20593 7.62606  0.080
H7 -0.95432 -2.08812 4.61448  0.113
H8 -1.52055 0.15447 3.51911  0.117
H9 0.00365 0.79925 4.09302  0.098
H10 -0.52342 -1.43676 2.07611  0.112
H11 1.07571 -1.20519 2.73897  0.117
H12 1.07164 -0.15817 0.61551  0.135
H13 0.59158 2.19026 2.49195  0.078
H14 2.03190 1.20220 2.47803  0.082
H15 1.65346 2.13432 1.04895  0.070
H16 -1.45529 1.33236 1.31849  0.114
H17 -1.42882 -0.17424 0.39889  0.111
H18 -1.27853 2.43402 -0.61967  0.118
H19 0.38424 1.96397 -0.68821  0.113
H20 -1.60013 -0.05909 -1.84358  0.153
H21 -2.41819 2.40966 -2.58578  0.133
H22 -1.86309 1.30875 -3.88786  0.128
H23 1.10103 0.02627 -2.30634  0.170
H24 -0.00677 0.38037 -5.71550  0.132
H25 1.52516 -0.13664 -4.99466  0.142
H26 -0.58440 -2.19250 -5.46415  0.142
H27 1.34686 -2.10656 -7.65847  0.079
H28 0.44050 -0.58413 -7.63423  0.074
H29 -0.40443 -2.11873 -7.74301  0.075
H30 1.44775 -3.36587 -5.64219  0.089

**Structure (SMILES)**: CC(C)=CCC[C@H](C)CC[C@H]1COC(=O)[C@@H]1OC[C@@H](C)O
**Orbital gap**: 8.64 eV
**LUMO level**: 0.817 eV

---

3.
ORCA calculation (ωB97M-V/def2-TZVPD) on C17H31AgNO20S3 as an isolated structure.

Each line ends with the Löwdin charge.
Atoms and positions in Å:
Ag1 -1.59053 17.58326 18.77558  0.792
O1 -2.41174 15.63985 19.41563  -0.356
C1 -1.38451 14.76254 19.09873  -0.364
C2 0.10862 15.29297 19.18937  -0.271
O2 0.42532 16.48097 18.54797  -0.131
H1 -1.58910 14.51245 18.04764  0.098
H2 -1.39947 13.86578 19.73033  0.094
H3 0.80880 14.54683 18.78932  0.103
H4 0.39552 15.34362 20.24954  0.133
C3 2.85626 12.40757 18.26195  0.026
N1 3.53504 11.14772 18.61784  -0.456
O3 3.68742 10.34896 17.72488  0.080
O4 3.75638 10.94428 19.78711  0.080
H5 2.80865 12.45581 17.18057  0.101
H6 3.33400 13.29712 18.66273  0.093
H7 1.88180 12.28569 18.73029  0.063
O5 -4.91686 11.22969 24.48925  0.130
C4 -4.36910 11.64612 23.51228  -0.476
O6 -3.26310 11.02132 23.05668  0.038
C5 -2.68508 11.62351 21.90616  -0.149
C6 -3.44774 12.95676 21.78745  -0.173
C7 -4.68988 12.84644 22.62848  -0.057
H8 -2.87893 11.01192 21.02316  0.115
H9 -1.63280 11.89420 21.94125  0.115
H10 -3.65379 13.18399 20.73779  0.080
H11 -2.80361 13.77492 22.11869  0.115
H12 -5.51762 12.47184 22.01757  0.134
H13 -4.95453 13.76408 23.13836  0.129
O7 4.03799 18.97431 23.85303  0.139
C8 3.15797 18.37425 23.30280  -0.491
O8 3.26779 18.05677 21.99627  0.019
C9 1.99593 17.67951 21.45688  -0.175
C10 1.28335 17.02564 22.66029  -0.137
C11 1.89313 17.81118 23.86045  -0.053
H14 2.28272 16.94695 20.69638  0.100
H15 1.47264 18.46053 20.90321  0.119
H16 1.31818 15.94003 22.69184  0.110
H17 0.21845 17.27022 22.61147  0.106
H18 2.11047 17.12741 24.67686  0.132
H19 1.16102 18.56477 24.13642  0.129
C12 -5.40899 13.98969 18.18527  -0.183
C13 -5.62917 15.49260 18.20000  -0.175
O9 -7.03397 15.71875 18.15011  -0.191
S1 -7.86758 14.44627 18.73907  0.677
O10 -8.89356 14.09546 17.81083  -0.222
O11 -8.20402 14.57469 20.13798  -0.237
O12 -6.60379 13.39751 18.66309  -0.195
H20 -4.59180 13.74422 18.86407  0.098
H21 -5.17118 13.61028 17.19112  0.129
H22 -5.19190 15.90231 17.29031  0.130
H23 -5.25136 16.01279 19.07828  0.124
C14 3.26673 18.40561 18.27348  -0.199
C15 3.54749 17.09441 17.56654  -0.199
O13 4.83381 17.28425 17.02090  -0.176
S2 5.07320 18.83741 16.59719  0.675
O14 4.59058 19.04064 15.26197  -0.231
O15 6.43071 19.18168 16.90320  -0.216
O16 3.98968 19.46173 17.65689  -0.176
H24 3.72318 18.34578 19.26941  0.122
H25 2.21085 18.63012 18.40807  0.117
H26 2.71893 16.86397 16.88983  0.125
H27 3.56915 16.28260 18.29169  0.123
C16 -1.17626 11.54314 16.81603  -0.192
C17 -2.25741 11.05257 17.77880  -0.186
O17 -1.70983 9.86566 18.32513  -0.180
S3 -0.12369 10.13780 18.63505  0.676
O18 0.70406 8.99375 18.44581  -0.185
O19 -0.07146 10.88860 19.85937  -0.239
O20 0.05827 11.17300 17.35988  -0.200
H28 -1.23653 12.61485 16.61773  0.119
H29 -1.35530 11.07522 15.84168  0.135
H30 -3.22188 10.83383 17.32605  0.140
H31 -2.46969 11.79399 18.55910  0.105

**Spin multiplicity**: 2
**Orbital gap (alpha / beta)**: 8.13 / 5.91 eV
**LUMO level (alpha / beta)**: -2.264 / -4.181 eV

---

4.
ORCA calculation (ωB97M-V/def2-TZVPD) on a single C17H31F3O molecule.

Each line ends with the Löwdin charge.
Atoms and positions in Å:
C1 -9.07055 -1.51381 0.32330  -0.122
C2 -7.89433 -0.60656 -0.01599  -0.281
C3 -6.55655 -1.32287 0.15217  -0.241
C4 -5.37307 -0.42038 -0.18736  -0.232
C5 -4.03554 -1.13557 -0.01245  -0.229
C6 -2.85305 -0.23368 -0.35845  -0.228
C7 -1.51754 -0.95039 -0.16988  -0.221
C8 -0.31131 -0.12463 -0.62029  -0.219
C9 -0.03294 1.07439 0.28411  -0.219
C10 1.14384 1.92733 -0.19174  -0.220
C11 2.49547 1.22573 -0.07164  -0.220
C12 3.64264 2.16419 -0.44107  -0.217
C13 5.00445 1.47119 -0.48537  -0.211
C14 5.47656 1.00117 0.88980  -0.194
C15 6.88959 0.42276 0.83532  -0.118
C16 6.94037 -0.91370 0.16754  -0.287
O1 6.02420 -1.61261 -0.14696  0.169
C17 8.40857 -1.38141 -0.09743  -0.566
F1 9.12951 -1.37657 1.03733  0.145
F2 8.47817 -2.60498 -0.61146  0.166
F3 9.02943 -0.54712 -0.94873  0.146
H1 -10.01238 -0.98440 0.19859  0.065
H2 -9.00304 -1.85628 1.35374  0.069
H3 -9.07866 -2.38650 -0.32630  0.069
H4 -7.98982 -0.25904 -1.04736  0.107
H5 -7.91588 0.27301 0.63176  0.107
H6 -6.53593 -2.20339 -0.49454  0.115
H7 -6.46128 -1.66986 1.18396  0.115
H8 -5.46604 -0.07710 -1.22064  0.115
H9 -5.39696 0.46281 0.45584  0.115
H10 -4.01412 -2.02147 -0.65179  0.115
H11 -3.94002 -1.47425 1.02205  0.117
H12 -2.89082 0.65498 0.27398  0.106
H13 -2.94204 0.09363 -1.39719  0.118
H14 -1.39702 -1.22060 0.88187  0.114
H15 -1.53828 -1.87855 -0.74667  0.111
H16 -0.47758 0.22592 -1.64172  0.115
H17 0.56469 -0.77549 -0.63086  0.104
H18 -0.92038 1.70864 0.31976  0.102
H19 0.16374 0.72174 1.29942  0.116
H20 1.17406 2.84291 0.40499  0.112
H21 0.97820 2.21906 -1.23153  0.114
H22 2.61884 0.87301 0.95363  0.113
H23 2.52366 0.35790 -0.73171  0.113
H24 3.44054 2.58944 -1.42690  0.113
H25 3.68044 2.99174 0.27165  0.114
H26 4.94955 0.61552 -1.16034  0.112
H27 5.73966 2.17137 -0.89103  0.114
H28 5.46621 1.84358 1.58336  0.119
H29 4.80076 0.23495 1.26900  0.111
H30 7.28832 0.28234 1.84617  0.137
H31 7.57369 1.10189 0.31807  0.132

**Structure (SMILES)**: CCCCCCCCCCCCCCCC(=O)C(F)(F)F
**Orbital gap**: 11.14 eV
**LUMO level**: 0.686 eV